Molecular formula: C21H15BBr2F4N4O6Ti
Method: DFT, the ωB97M-V functional and the def2-TZVPD basis

Atoms and positions in Å:
Ti 0.6473 0.2696 -0.1286
O 1.1642 -1.2276 0.8005
C 2.1049 -2.1028 1.1770
C 3.0320 -1.7435 2.1558
C 3.9904 -2.6504 2.5681
C 4.0386 -3.9270 2.0179
C 3.1225 -4.2799 1.0415
C 2.1526 -3.3826 0.6077
C 1.1982 -3.7664 -0.4544
N 0.2716 -4.7005 -0.3844
C -0.3375 -4.7009 -1.6147
C 0.2235 -3.7566 -2.4246
N 1.2112 -3.1772 -1.6772
H 2.9703 -0.7431 2.5640
H 4.7082 -2.3622 3.3263
H 4.7867 -4.6377 2.3440
H 3.1427 -5.2688 0.5997
H -1.1426 -5.3796 -1.8477
H 0.0222 -3.4561 -3.4381
H 1.7535 -2.3653 -1.9451
O -4.5957 -2.8258 -2.0050
C -3.4962 -2.1416 -1.6090
C -2.7491 -2.4992 -0.4974
C -1.6421 -1.7483 -0.1839
N -1.2476 -0.6846 -0.9041
C -1.9881 -0.3527 -1.9520
Br -1.4863 1.1848 -2.9231
C -3.1144 -1.0386 -2.3578
H -4.7541 -3.5497 -1.3891
H -3.0045 -3.3530 0.1164
H -1.0343 -1.9901 0.6738
H -3.6856 -0.7264 -3.2180
O 3.3874 -0.7877 -2.0097
N 2.5894 0.0354 -1.6360
O 1.3487 -0.2072 -1.9777
F -2.9748 0.6306 1.5688
B -1.7766 0.6306 2.2714
F -0.7221 1.0202 1.2856
F -1.4471 -0.6416 2.7230
F -1.7497 1.5686 3.2783
Br 2.0763 4.7896 -1.9329
C 2.2456 4.9389 -0.0517
C 2.6231 6.1772 0.4483
C 2.7970 6.3488 1.8118
C 2.6097 5.2804 2.6769
C 2.2493 4.0457 2.1682
C 2.0518 3.8581 0.8014
C 1.6221 2.4906 0.3738
O 2.0374 1.4925 1.0136
O 0.8005 2.3241 -0.5746
H 2.7801 6.9981 -0.2375
H 3.0834 7.3204 2.1941
H 2.7435 5.4081 3.7429
H 2.1001 3.1935 2.8172

Values from the calculation:
Relative energy (zero: lowest compared OMol25 entry of this formula, charge and spin): 33.0 kJ/mol
Multiplicity: 2
Total energy: -215024.745 eV
Net charge: -1
LUMO level (alpha / beta): 0.0839 / 0.0839 Ha

Population analysis type natural (NBO), resulting atomic charges in e: atom 1 (Ti): 1.606, atom 2 (O): -0.765, atom 3 (C): 0.356, atom 4 (C): -0.251, atom 5 (C): -0.195, atom 6 (C): -0.260, atom 7 (C): -0.155, atom 8 (C): -0.148, atom 9 (C): 0.345, atom 10 (N): -0.482, atom 11 (C): -0.119, atom 12 (C): -0.116, atom 13 (N): -0.516, atom 14 (H): 0.232, atom 15 (H): 0.204, atom 16 (H): 0.203, atom 17 (H): 0.212, atom 18 (H): 0.193, atom 19 (H): 0.215, atom 20 (H): 0.450, atom 21 (O): -0.653, atom 22 (C): 0.366, atom 23 (C): -0.318, atom 24 (C): 0.123, atom 25 (N): -0.555, atom 26 (C): 0.206, atom 27 (Br): 0.121, atom 28 (C): -0.337, atom 29 (H): 0.484, atom 30 (H): 0.229, atom 31 (H): 0.259, atom 32 (H): 0.241, atom 33 (O): -0.406, atom 34 (N): 0.324, atom 35 (O): -0.601, atom 36 (F): -0.560, atom 37 (B): 1.364, atom 38 (F): -0.544, atom 39 (F): -0.556, atom 40 (F): -0.550, atom 41 (Br): 0.075, atom 42 (C): -0.057, atom 43 (C): -0.251, atom 44 (C): -0.195, atom 45 (C): -0.226, atom 46 (C): -0.158, atom 47 (C): -0.111, atom 48 (C): 0.762, atom 49 (O): -0.672, atom 50 (O): -0.697, atom 51 (H): 0.222, atom 52 (H): 0.209, atom 53 (H): 0.213, atom 54 (H): 0.242

=====

Molecular formula: C41H65AsBF4N3O4SSeTl
Method: DFT, the ωB97M-V functional and the def2-TZVPD basis

Atoms and positions in Å:
Tl 0.6755 -0.1028 1.1120
C -7.6238 -1.7178 1.2783
C -6.4337 -2.1396 0.4123
C -6.4016 -3.6743 0.3739
C -6.6584 -1.5723 -0.9967
C -5.0960 -1.6127 0.9193
C -3.9412 -1.9581 0.2746
C -2.6756 -1.4651 0.6872
N -1.5060 -1.6492 0.0973
C -1.1697 -2.1754 -1.0755
C -1.9932 -2.3274 -2.2150
C -1.5047 -2.8044 -3.4037
C -0.1448 -3.1915 -3.4680
C 0.7310 -3.0547 -2.4304
C 0.2554 -2.5316 -1.1651
O 0.9888 -2.4132 -0.1623
C 2.2177 -3.3447 -2.5677
C 2.5911 -3.9694 -3.9173
C 2.6719 -4.3152 -1.4713
C 2.9748 -2.0167 -2.4167
C -2.4020 -2.8252 -4.6361
C -3.6676 -3.6401 -4.3340
C -2.7855 -1.3776 -4.9695
C -1.7334 -3.4412 -5.8682
C -2.5935 -0.7039 1.9413
O -1.4901 -0.4453 2.4603
C -3.8441 -0.2729 2.5393
C -5.0203 -0.7222 2.0195
C -3.7713 0.6701 3.7289
C -3.0140 1.9316 3.2900
C -5.1542 1.0869 4.2440
C -3.0079 0.0062 4.8827
H -8.5369 -2.1385 0.8616
H -7.7338 -0.6368 1.2971
H -7.5186 -2.0841 2.2960
H -7.3605 -4.0716 0.0429
H -6.1954 -4.0640 1.3694
H -5.6342 -4.0422 -0.3021
H -7.6166 -1.8998 -1.3960
H -5.8749 -1.8903 -1.6785
H -6.6500 -0.4844 -0.9600
H -3.9698 -2.6595 -0.5448
H -3.0017 -1.9483 -2.1541
H 0.2181 -3.5918 -4.4001
H 2.0856 -4.9235 -4.0580
H 3.6648 -4.1526 -3.9321
H 2.3526 -3.3115 -4.7504
H 2.1205 -5.2506 -1.5447
H 2.4990 -3.8772 -0.4950
H 3.7350 -4.5214 -1.5751
H 2.6191 -1.2864 -3.1436
H 4.0406 -2.1761 -2.5705
H 2.8396 -1.6164 -1.4155
H -4.2394 -3.1881 -3.5277
H -3.4007 -4.6546 -4.0407
H -4.3058 -3.6913 -5.2152
H -3.3336 -0.9238 -4.1503
H -3.4076 -1.3448 -5.8613
H -1.8937 -0.7797 -5.1373
H -1.4900 -4.4878 -5.7029
H -0.8297 -2.9037 -6.1404
H -2.4174 -3.3880 -6.7124
H -5.9462 -0.4152 2.4739
H -3.4951 2.3844 2.4231
H -1.9873 1.6816 3.0344
H -2.9904 2.6580 4.0976
H -5.7220 1.5966 3.4686
H -5.0253 1.7763 5.0756
H -5.7295 0.2354 4.6044
H -1.9829 -0.1957 4.5879
H -3.4863 -0.9301 5.1686
H -2.9877 0.6715 5.7439
O -0.2266 0.6325 -2.5892
H -0.1279 -0.3015 -2.3852
H -0.0863 1.1097 -1.7581
Se 4.5450 -0.7219 1.3432
F 2.4558 2.8425 4.2221
B 1.0353 2.6002 4.3370
F 0.4210 3.7949 4.5802
F 0.8733 1.7262 5.3848
F 0.6081 2.0466 3.1487
C 5.8068 4.0882 -3.4865
C 5.7076 4.7540 -2.1151
N 4.5939 4.2293 -1.3422
C 4.8992 3.3351 -0.2454
C 5.6075 2.0625 -0.6882
C 3.3713 4.7278 -1.6150
O 3.2022 5.6032 -2.4523
C 2.1925 4.1823 -0.8712
C 1.3857 5.0618 -0.1535
C 0.2103 4.5952 0.4061
C -0.1184 3.2615 0.2301
N 0.6391 2.4181 -0.4576
C 1.7607 2.8659 -1.0037
H 6.6291 4.5209 -4.0529
H 4.8802 4.2565 -4.0297
H 5.9675 3.0171 -3.3898
H 5.5396 5.8275 -2.2563
H 6.6257 4.6082 -1.5405
H 3.9695 3.0756 0.2603
H 5.5347 3.8704 0.4749
H 5.0225 1.5355 -1.4351
H 5.7204 1.3974 0.1622
H 6.5962 2.2697 -1.0900
H 1.6868 6.0937 -0.0378
H -0.4389 5.2482 0.9652
H -1.0216 2.8458 0.6506
H 2.3239 2.1450 -1.5808
C 6.2699 0.2321 4.0105
As 4.6565 1.3294 4.1112
C 3.8890 0.7252 5.7984
C 5.3840 3.1209 4.3847
S 3.5988 1.0456 2.2212
H 6.8769 0.3823 4.9029
H 6.8469 0.4819 3.1198
H 5.9794 -0.8168 3.9327
H 4.5464 1.0448 6.6072
H 3.8200 -0.3632 5.7823
H 2.8990 1.1489 5.9336
H 6.1295 3.0785 5.1800
H 4.5747 3.7908 4.6637
H 5.8519 3.4697 3.4630

Values from the calculation:
Relative energy (zero: lowest compared OMol25 entry of this formula, charge and spin): 65.1 kJ/mol
Total energy: -209502.747 eV
Net charge: -1
LUMO level: 0.0334 Ha

Atomic partial charges in e from the Mulliken method, atoms 1 to 99: atom 1 (Tl): 1.253, atom 2 (C): -2.378, atom 3 (C): 2.132, atom 4 (C): -1.710, atom 5 (C): -1.261, atom 6 (C): -0.750, atom 7 (C): -0.248, atom 8 (C): -0.854, atom 9 (N): 0.153, atom 10 (C): -1.787, atom 11 (C): 0.518, atom 12 (C): -1.048, atom 13 (C): -0.645, atom 14 (C): -0.362, atom 15 (C): 1.992, atom 16 (O): -1.068, atom 17 (C): 2.500, atom 18 (C): -2.325, atom 19 (C): -1.900, atom 20 (C): -1.565, atom 21 (C): 2.042, atom 22 (C): -1.350, atom 23 (C): -1.681, atom 24 (C): -2.420, atom 25 (C): 1.027, atom 26 (O): -0.800, atom 27 (C): -0.595, atom 28 (C): -0.333, atom 29 (C): 2.711, atom 30 (C): -1.509, atom 31 (C): -2.375, atom 32 (C): -1.875, atom 33 (H): 0.455, atom 34 (H): 0.410, atom 35 (H): 0.456, atom 36 (H): 0.460, atom 37 (H): 0.360, atom 38 (H): 0.276, atom 39 (H): 0.471, atom 40 (H): 0.030, atom 41 (H): 0.334, atom 42 (H): 1.122, atom 43 (H): 1.203, atom 44 (H): 0.632, atom 45 (H): 0.461, atom 46 (H): 0.437, atom 47 (H): 0.384, atom 48 (H): 0.369, atom 49 (H): 0.342, atom 50 (H): 0.483, atom 51 (H): 0.236, atom 52 (H): 0.513, atom 53 (H): 0.220, atom 54 (H): -0.012, atom 55 (H): 0.345, atom 56 (H): 0.506, atom 57 (H): 0.299, atom 58 (H): 0.470, atom 59 (H): 0.359, atom 60 (H): 0.419, atom 61 (H): 0.439, atom 62 (H): 0.463, atom 63 (H): 0.525, atom 64 (H): 0.283, atom 65 (H): 0.171, atom 66 (H): 0.534, atom 67 (H): 0.425, atom 68 (H): 0.445, atom 69 (H): 0.428, atom 70 (H): 0.340, atom 71 (H): 0.319, atom 72 (H): 0.489, atom 73 (O): -0.755, atom 74 (H): 0.403, atom 75 (H): 0.359, atom 76 (Se): -0.567, atom 77 (F): -0.427, atom 78 (B): 0.132, atom 79 (F): -0.376, atom 80 (F): -0.460, atom 81 (F): -0.201, atom 82 (C): -1.109, atom 83 (C): -0.855, atom 84 (N): 0.415, atom 85 (C): -0.140, atom 86 (C): -0.879, atom 87 (C): 0.252, atom 88 (O): -0.674, atom 89 (C): 0.242, atom 90 (C): -0.510, atom 91 (C): -0.841, atom 92 (C): -0.392, atom 93 (N): -0.163, atom 94 (C): -0.040, atom 95 (H): 0.374, atom 96 (H): 0.320, atom 97 (H): 0.273, atom 98 (H): 0.452, atom 99 (H): 0.403

=====

Molecular formula: C28H64CdN3O15
Method: DFT, the ωB97M-V functional and the def2-TZVPD basis

Atoms and positions in Å:
O -2.1716 4.6890 6.1793
H -3.0729 4.5110 5.9009
H -1.6220 4.0060 5.7880
H -1.9763 5.5175 5.7353
Cd 2.3349 2.7277 1.6280
C -1.5442 7.7465 -0.6027
C -2.4026 8.6937 -0.8999
C -3.0023 9.5264 0.1758
O -3.8787 10.4677 -0.0498
C -2.7467 9.3746 1.4812
C -1.8162 8.3018 1.8943
C -1.1898 7.4449 0.7622
O -0.3495 6.6122 1.0321
O -1.3686 8.1309 3.0385
O -2.7320 8.8488 -2.1792
H -1.1796 7.1085 -1.3941
H -3.2451 9.9458 2.2505
C 5.5513 -3.5274 1.3647
C 5.6801 -2.0124 1.2674
O 4.5837 -1.1925 1.1187
H 6.4060 -4.0172 1.8313
H 5.4797 -4.0862 0.4316
H 4.5870 -3.7891 1.8005
H 6.2901 -1.7569 0.4010
H 6.2674 -1.7592 2.1501
C -1.8280 -1.1344 4.7207
C -0.4795 -0.3031 4.9720
O -0.4312 0.9067 4.2505
H -2.7072 -0.5232 4.9249
H -1.7849 -1.9464 5.4466
H -1.9907 -1.4530 3.6911
H 0.2877 -0.9606 4.5631
H -0.1745 -0.1321 6.0044
O 5.0450 -2.7237 7.6681
H 4.6835 -2.7623 6.7827
H 5.4276 -1.8487 7.7333
O -1.5111 -7.2177 5.0714
H -2.1904 -7.6830 4.5833
H -1.0678 -6.6816 4.4139
C 8.3603 7.1765 -2.0983
O 7.2562 6.7164 -1.3422
C 6.0547 6.3785 -2.0753
C 4.9434 6.0915 -0.9639
N 5.0233 4.8094 -0.1154
C 6.1646 5.0234 0.8629
C 5.6875 5.7363 2.1442
O 4.7071 4.9949 2.7849
C 4.6072 5.3663 4.1907
H 8.8493 6.3918 -2.6755
H 9.1181 7.6084 -1.4445
H 8.0819 8.0762 -2.6470
H 6.4383 5.6276 -2.7660
H 5.5978 7.0541 -2.7983
H 4.0483 5.8390 -1.5323
H 4.6104 6.9084 -0.3236
H 5.1286 4.0480 -0.7706
H 7.0979 5.3638 0.4144
H 6.3587 4.0391 1.2890
H 5.4028 6.7255 1.7859
H 6.5014 5.8797 2.8549
H 4.6781 6.4422 4.3505
H 5.2076 4.8306 4.9260
H 3.6038 5.1230 4.5401
C -0.0289 -6.4793 -2.6595
O 0.1256 -7.6689 -3.4381
C 1.3547 -7.8314 -4.0513
C 1.5988 -9.3164 -4.4853
N 2.2671 -10.1301 -3.4850
C 2.2169 -11.5258 -3.8228
C 3.2917 -11.8998 -4.8773
O 3.3502 -13.2572 -5.2780
C 2.3852 -13.5581 -6.3797
H -0.9497 -6.5218 -2.0777
H 0.1246 -5.7349 -3.4408
H 0.6575 -6.5202 -1.8137
H 2.0469 -7.5199 -3.2690
H 1.6426 -7.1984 -4.8907
H 2.0898 -9.4835 -5.4440
H 0.5528 -9.6162 -4.5493
H 1.8865 -10.0247 -2.5554
H 1.2265 -11.8526 -4.1398
H 2.5392 -12.1201 -2.9678
H 4.2898 -11.7439 -4.4678
H 3.3069 -11.2794 -5.7734
H 1.3695 -13.1682 -6.3136
H 2.2986 -14.6365 -6.2466
H 2.8190 -13.3831 -7.3642
C -9.3694 0.4138 2.3559
O -7.9880 0.4057 1.8913
C -7.7037 -0.6832 0.9543
C -7.2607 0.0097 -0.3660
N -8.1633 0.9378 -0.9616
C -7.5828 1.6029 -2.0600
C -8.6435 2.0209 -3.0153
O -8.4402 3.1639 -3.8607
C -8.9609 4.4002 -3.3062
H -10.0982 0.6323 1.5753
H -9.3379 1.1933 3.1171
H -9.6051 -0.4874 2.9218
H -8.5927 -1.2503 0.6783
H -6.8800 -1.2971 1.3187
H -7.2180 -0.7811 -1.1149
H -6.2237 0.3229 -0.2442
H -8.3766 1.6282 -0.2560
H -6.9759 0.9343 -2.6707
H -6.8960 2.3457 -1.6542
H -9.6322 2.2158 -2.5998
H -8.8124 1.2854 -3.8019
H -8.5634 5.2506 -3.8602
H -8.7991 4.5090 -2.2338
H -10.0258 4.3980 -3.5388

Values from the calculation:
Total energy: -69799.389 eV
Net charge: -1
LUMO level: -0.0875 Ha

Atomic partial charges in e from the Mulliken method, atoms 1 to 99: atom 1 (O): -0.449, atom 2 (H): 0.466, atom 3 (H): 0.446, atom 4 (H): 0.459, atom 5 (Cd): 0.185, atom 6 (C): -0.337, atom 7 (C): 0.299, atom 8 (C): 0.437, atom 9 (O): -0.675, atom 10 (C): -0.469, atom 11 (C): 0.472, atom 12 (C): 0.375, atom 13 (O): -0.585, atom 14 (O): -0.677, atom 15 (O): -0.660, atom 16 (H): 0.461, atom 17 (H): 0.434, atom 18 (C): -0.964, atom 19 (C): -0.181, atom 20 (O): -0.617, atom 21 (H): 0.321, atom 22 (H): 0.261, atom 23 (H): 0.291, atom 24 (H): 0.195, atom 25 (H): 0.212, atom 26 (C): -0.859, atom 27 (C): -0.311, atom 28 (O): -0.739, atom 29 (H): 0.240, atom 30 (H): 0.289, atom 31 (H): 0.246, atom 32 (H): 0.200, atom 33 (H): 0.255, atom 34 (O): -0.649, atom 35 (H): 0.332, atom 36 (H): 0.316, atom 37 (O): -0.639, atom 38 (H): 0.314, atom 39 (H): 0.325, atom 40 (C): -0.853, atom 41 (O): -0.229, atom 42 (C): -0.450, atom 43 (C): -0.934, atom 44 (N): -0.267, atom 45 (C): -0.754, atom 46 (C): -0.474, atom 47 (O): -0.222, atom 48 (C): -0.866, atom 49 (H): 0.319, atom 50 (H): 0.256, atom 51 (H): 0.312, atom 52 (H): 0.340, atom 53 (H): 0.409, atom 54 (H): 0.436, atom 55 (H): 0.281, atom 56 (H): 0.274, atom 57 (H): 0.331, atom 58 (H): 0.422, atom 59 (H): 0.298, atom 60 (H): 0.419, atom 61 (H): 0.346, atom 62 (H): 0.310, atom 63 (H): 0.276, atom 64 (C): -0.703, atom 65 (O): -0.346, atom 66 (C): -0.677, atom 67 (C): -0.382, atom 68 (N): -0.354, atom 69 (C): -0.421, atom 70 (C): -0.540, atom 71 (O): -0.356, atom 72 (C): -0.726, atom 73 (H): 0.241, atom 74 (H): 0.317, atom 75 (H): 0.301, atom 76 (H): 0.354, atom 77 (H): 0.360, atom 78 (H): 0.332, atom 79 (H): 0.284, atom 80 (H): 0.251, atom 81 (H): 0.300, atom 82 (H): 0.292, atom 83 (H): 0.308, atom 84 (H): 0.312, atom 85 (H): 0.307, atom 86 (H): 0.266, atom 87 (H): 0.280, atom 88 (C): -0.711, atom 89 (O): -0.337, atom 90 (C): -0.641, atom 91 (C): -0.688, atom 92 (N): -0.271, atom 93 (C): -0.416, atom 94 (C): -0.715, atom 95 (O): -0.369, atom 96 (C): -0.696, atom 97 (H): 0.297, atom 98 (H): 0.247, atom 99 (H): 0.308

=====

Molecular formula: C8H12O
Method: DFT, the ωB97M-V functional and the def2-TZVPD basis

Atoms and positions in Å:
C 2.2798 -0.7629 -0.4480
C 1.1753 -0.4515 0.5871
C -0.1785 -1.2545 0.5786
C -0.9459 -1.6923 -0.6512
C -1.5637 -0.6773 0.2915
C -1.8126 0.8425 -0.1197
C -0.3932 1.1810 -0.4572
O 0.6171 2.1582 -0.1896
C 0.5569 0.9378 0.5802
H 3.1617 -0.1442 -0.2831
H 1.9359 -0.5573 -1.4991
H 2.7351 -1.7847 -0.4369
H 1.6107 -0.5679 1.5619
H -0.1431 -1.9994 1.4204
H -0.5867 -1.2317 -1.5742
H -1.2594 -2.7116 -0.7055
H -2.4506 -1.0244 0.8065
H -2.5959 0.8171 -0.9042
H -2.1778 1.4608 0.7340
H -0.0554 0.5848 -1.3462
H 0.1808 1.1558 1.5748

Values from the calculation:
SMILES: C[C@@H]1[C@@H]2C[C@@H]2C[C@H]2O[C@H]12
Relative energy (zero: lowest compared OMol25 entry of this formula, charge and spin): 350.2 kJ/mol
Total energy: -10534.333 eV
LUMO level: 0.0378 Ha

Population analysis type natural (NBO), resulting atomic charges in e: atom 1 (C): -0.616, atom 2 (C): -0.235, atom 3 (C): -0.221, atom 4 (C): -0.430, atom 5 (C): -0.211, atom 6 (C): -0.416, atom 7 (C): 0.036, atom 8 (O): -0.465, atom 9 (C): 0.062, atom 10 (H): 0.221, atom 11 (H): 0.207, atom 12 (H): 0.219, atom 13 (H): 0.210, atom 14 (H): 0.222, atom 15 (H): 0.207, atom 16 (H): 0.224, atom 17 (H): 0.222, atom 18 (H): 0.218, atom 19 (H): 0.220, atom 20 (H): 0.157, atom 21 (H): 0.170

=====

Number 1: strongest force on any atom 0.97 eV Å⁻¹. Number 2: strongest force on any atom 1.09 eV Å⁻¹. Number 3: strongest force on any atom 7.62 eV Å⁻¹. Number 4: strongest force on any atom 2.66 eV Å⁻¹.